Below is a cluster of 2 separate species, C2H9NS2 in total, with properties calculated with ωB97M-V/def2-TZVPD.

XYZ file:
```
14
C2H9NS2, DFT ωB97M-V/def2-TZVPD
C 0.20184 -1.98470 -0.31722
C 0.94053 -0.74058 -0.76521
N 0.04375 0.23255 -1.34244
H -0.07539 -2.58335 -1.17772
H 0.89908 -2.60028 0.24425
H -0.69594 -1.74530 0.25850
H 1.46497 -0.30070 0.09426
H 1.72046 -1.02559 -1.47759
H -0.94247 0.08865 -1.40237
H 0.39814 1.14040 -1.58503
S -0.96921 1.60490 2.57062
S -1.01840 3.09320 1.10342
H -2.27881 1.69484 2.81637
H 0.31146 3.12596 0.98014
```

Results
Highest occupied orbital energy (eV): -8.3
Multiplicity: 1
Orbital gap (eV): 8.61
ΔE to the lowest compared entry with this formula, charge and spin (eV): 0.881
SMILES: CCN.SS
Max |F| (eV/Å): 0.5

***

Below is a cluster of 3 separate species, C2H9O in total in a non-equilibrium geometry, with properties calculated with ωB97M-V/def2-TZVPD.

XYZ file:
```
12
C2H9O, DFT ωB97M-V/def2-TZVPD
O -2.70805 0.82873 -3.06867
H -2.71493 1.56205 -3.69904
H 0.95907 -1.31894 -1.62926
H -3.54853 0.40677 -3.18826
C 1.05302 -0.56439 1.34584
C 1.20225 0.48340 2.26304
H 0.40346 -0.43377 0.48253
H 1.68727 -1.43796 1.46737
H 0.37234 -1.65046 -1.87794
H 0.44179 0.12855 3.04081
H 2.15327 0.56067 2.78876
H 0.69904 1.43534 2.07481
```

Results
Highest occupied orbital energy (eV): -13.9
Multiplicity: 1
Orbital gap (eV): 6.00
ΔE to the lowest compared entry with this formula, charge and spin (eV): 1.751
Net charge: +1
Max |F| (eV/Å): 1.1

***

Below is a cluster of 3 separate species, C2H9O2S in total in a non-equilibrium geometry, with properties calculated with ωB97M-V/def2-TZVPD.

XYZ file:
```
14
C2H9O2S, DFT ωB97M-V/def2-TZVPD
C -0.56361 1.65392 0.81891
C 0.42763 1.03903 -0.17961
S 0.21585 -0.80235 0.02570
H -1.58099 1.42967 0.48260
H -0.41330 1.15962 1.77690
H -0.58018 2.76587 0.89680
H 0.16698 1.35626 -1.19405
H 1.45222 1.37639 0.02087
H 2.75090 -2.72133 1.22221
H 1.28718 -2.38460 1.26607
O 1.97846 -2.86182 1.76697
H -1.13048 -0.87657 -1.80265
H -1.99514 -0.20934 -2.87532
O -2.01552 -0.92476 -2.22540
```

Results
Highest occupied orbital energy (eV): -3.0
Multiplicity: 1
Orbital gap (eV): 6.95
ΔE to the lowest compared entry with this formula, charge and spin (eV): 0.323
Net charge: -1
Max |F| (eV/Å): 1.0

***

Below is a structure of composition C2HBr2ClF2 in a non-equilibrium geometry, with properties calculated with ωB97M-V/def2-TZVPD.

XYZ file:
```
8
C2HBr2ClF2, DFT ωB97M-V/def2-TZVPD
C 1.21179 0.38288 -0.19442
C -1.03462 -0.41045 0.33666
F 1.56242 1.10505 0.86756
F -1.00248 -0.53153 1.66284
Cl 0.84331 1.30102 -1.57717
Br -1.03858 -2.13061 -0.50195
Br -2.30696 0.81805 -0.28000
H 1.76511 -0.53440 -0.31353
```

Results
Highest occupied orbital energy (alpha / beta) (eV): -8.8 / -8.8
Multiplicity: 1
Orbital gap (alpha / beta) (eV): 8.18 / 8.36
ΔE to the lowest compared entry with this formula, charge and spin (eV): 2.416
Max |F| (eV/Å): 3.4

***

Below is a structure of composition C2HBr3O3 in a non-equilibrium geometry, with properties calculated with ωB97M-V/def2-TZVPD.

XYZ file:
```
9
C2HBr3O3, DFT ωB97M-V/def2-TZVPD
C -0.31521 0.47859 -0.04663
C -0.18180 -1.45048 -0.17496
O -1.35841 1.00628 0.19158
O 1.12034 2.21546 0.18051
O 0.89318 0.86265 -0.03878
Br -1.69401 -1.83946 -1.16604
Br -0.11343 -1.89123 1.72048
Br 1.42464 -1.95353 -1.15947
H 0.22471 2.57173 0.49331
```

Results
Highest occupied orbital energy (eV): -10.0
Multiplicity: 1
Orbital gap (eV): 9.68
ΔE to the lowest compared entry with this formula, charge and spin (eV): 3.210
Max |F| (eV/Å): 4.7

***

Below is a structure of composition C2HBr5 in a non-equilibrium geometry, with properties calculated with ωB97M-V/def2-TZVPD.

XYZ file:
```
8
C2HBr5, DFT ωB97M-V/def2-TZVPD
C 2.14111 0.27837 0.59211
C -1.65003 -0.32762 -0.29858
Br 0.54780 0.84769 1.26900
Br 2.80629 1.34705 -0.85929
Br -2.30933 -2.04836 0.52023
Br -2.78094 1.24989 -0.00382
Br -1.15828 -0.63018 -2.04560
H 2.40338 -0.71685 0.82595
```

Results
Highest occupied orbital energy (alpha / beta) (eV): -8.2 / -10.5
Multiplicity: 3
Orbital gap (alpha / beta) (eV): 7.83 / 8.79
Max |F| (eV/Å): 2.3

***

Below is an isolated molecule of C2HBrCl3NO2 in a non-equilibrium geometry, with properties calculated with ωB97M-V/def2-TZVPD.

XYZ file:
```
10
C2HBrCl3NO2, DFT ωB97M-V/def2-TZVPD
O -2.07065 0.09853 0.93829
N -0.95650 -0.33253 1.02969
O -0.38181 -0.66829 1.99812
C -0.14178 -0.53036 -0.28936
Br 1.03352 -2.08919 0.12568
C 0.63916 0.73662 -0.61309
Cl -0.50728 2.04116 -0.91599
Cl 1.79549 1.20264 0.71086
Cl 1.54456 0.45048 -2.08287
H -0.95472 -0.90906 -0.90134
```

Results
Highest occupied orbital energy (eV): -10.8
Multiplicity: 1
Orbital gap (eV): 10.44
ΔE to the lowest compared entry with this formula, charge and spin (eV): 0.000
SMILES: O=[N+]([O-])[C@H](Br)C(Cl)(Cl)Cl
Max |F| (eV/Å): 2.7

***

Below is a structure of composition C2HBrClIO in a non-equilibrium geometry, with properties calculated with ωB97M-V/def2-TZVPD.

XYZ file:
```
7
C2HBrClIO, DFT ωB97M-V/def2-TZVPD
C -0.33265 0.23077 -1.34724
C 0.22094 -0.19389 1.21264
O 0.58848 0.30100 -2.07073
Cl -1.94496 0.13673 -1.77698
Br 0.21989 1.49308 1.96669
I 1.95961 -1.23743 0.87532
H -0.71131 -0.73027 1.14029
```

Results
Highest occupied orbital energy (alpha / beta) (eV): -8.9 / -8.3
Multiplicity: 1
Orbital gap (alpha / beta) (eV): 8.28 / 7.32
ΔE to the lowest compared entry with this formula, charge and spin (eV): 2.862
Max |F| (eV/Å): 2.5

***

Below is a cluster of 2 separate species, C2HBrF3NO in total in a non-equilibrium geometry, with properties calculated with ωB97M-V/def2-TZVPD.

XYZ file:
```
9
C2HBrF3NO, DFT ωB97M-V/def2-TZVPD
C -0.23108 -0.34250 0.01558
C -0.55927 1.10409 -0.04146
N 0.90546 -1.02330 0.00130
O 0.92328 -2.23801 0.07063
F -1.63443 1.30424 -0.81618
F -0.87592 1.58844 1.17115
F 0.42766 1.86223 -0.52692
Br -1.76780 -1.45528 0.22158
H 2.81210 -0.79991 -0.09568
```

Results
Highest occupied orbital energy (alpha / beta) (eV): -9.8 / -9.8
Multiplicity: 1
Orbital gap (alpha / beta) (eV): 6.78 / 6.78
ΔE to the lowest compared entry with this formula, charge and spin (eV): 5.904
Max |F| (eV/Å): 3.0

***

Below is a cluster of 2 separate species, C2HBrF4 in total in a non-equilibrium geometry, with properties calculated with ωB97M-V/def2-TZVPD.

XYZ file:
```
8
C2HBrF4, DFT ωB97M-V/def2-TZVPD
C 0.62751 0.55808 -0.39870
C -1.82608 1.68553 0.04583
F 0.49280 -0.56807 0.27321
F -2.55068 0.88340 0.87356
F -2.16813 1.57389 -1.25936
F -1.75951 2.92165 0.47887
Br 1.62935 1.81666 0.38602
H 0.80980 0.52376 -1.42355
```

Results
Highest occupied orbital energy (alpha / beta) (eV): -9.5 / -8.7
Multiplicity: 1
Orbital gap (alpha / beta) (eV): 9.37 / 8.55
ΔE to the lowest compared entry with this formula, charge and spin (eV): 2.181
Max |F| (eV/Å): 2.3

***

Number 1: total energy -932.691669 hartree. Number 2: total energy -156.421847 hartree. Number 3: total energy -630.305306 hartree. Number 4: total energy -5884.645904 hartree. Number 5: total energy -8024.421838 hartree. Number 6: total energy -12946.721277 hartree. Number 7: total energy -4236.510941 hartree. Number 8: total energy -3483.826133 hartree. Number 9: total energy -3080.191141 hartree. Number 10: total energy -3050.146676 hartree.